[1]
DFT (wB97M-V/def2-TZVPD) results for a structure of composition C13H7AuBNO7.

```
30
C13H7AuBNO7 (wB97M-V/def2-TZVPD)
H -1.18910 -6.89355 0.06712
C -0.66039 -3.59932 0.04130
B 0.02600 -1.52638 0.00343
H -2.46974 -4.75021 0.14624
O -1.11756 -2.29332 0.07017
H -0.81819 6.91358 -0.01338
C -1.20286 4.49979 -0.00525
H 2.53257 -4.74033 -0.14902
O -1.93763 0.84683 -0.01171
Au 0.03129 0.50445 0.00636
C -1.14370 3.12616 -0.00118
O 1.99443 0.86265 0.01402
C 1.24110 4.51272 0.00086
O -3.43987 2.50008 0.00635
C -1.39074 -4.76216 0.08270
O 3.49246 2.51864 0.01586
C 0.01542 5.19557 -0.00456
C 1.45367 -4.75800 -0.08542
O 1.17303 -2.28989 -0.06554
C 2.35119 2.14994 0.01255
C -0.66128 -5.94982 0.03783
N 0.02713 2.52545 0.00343
C 1.19391 3.14002 0.00547
C 0.72766 -5.94801 -0.04412
H 2.18591 5.03686 0.00160
O 0.07031 6.53679 -0.00875
C 0.71965 -3.59745 -0.04054
H 1.25782 -6.89035 -0.07652
H -2.16488 4.99644 -0.00802
C -2.29762 2.13282 -0.00129
```

The energy above the lowest of the compared OMol25 structures with the same formula, charge and spin comes out at 0.00 kcal per mole. Its HOMO energy is -0.333 Eh. As for the HOMO-LUMO gap: 8.389 eV. The multiplicity is 1.



[2]
DFT (wB97M-V/def2-TZVPD) results for a structure of composition C16H32BrCaCl2FN2O7V at a distorted geometry.

```
63
C16H32BrCaCl2FN2O7V (wB97M-V/def2-TZVPD)
O -0.91490 -0.47325 -6.25866
H 1.62580 -0.51915 0.99377
O 5.06402 4.24627 4.43290
O 2.31635 4.83724 5.80656
H 1.80810 1.01213 -1.33883
O -3.52853 0.60388 1.01480
V -0.57108 -4.22824 4.71267
H 0.36259 1.45799 -0.19957
H 3.67813 -0.90029 -1.04864
H 2.42412 -3.02007 -0.68227
H 2.54462 5.75307 5.61075
C 0.67489 0.98414 -1.19726
H -4.11301 3.08221 1.82502
H 4.34188 1.42281 -1.33747
H -4.35677 0.20985 1.31616
C 2.20558 -0.58183 4.46184
C 2.35287 -1.37816 0.79862
N 0.07021 -0.35293 -1.43494
F -4.16462 0.60681 -3.74252
Cl 2.87114 0.95604 3.87461
H -5.09764 -3.14498 -6.04989
C -4.67063 2.72805 0.95430
H 4.78126 0.48582 1.52395
H -1.25835 -0.73935 -5.40469
H 4.53850 -1.60389 0.46252
H -3.04063 -4.24468 -5.21958
C -1.03948 -0.66966 -0.49440
Ca 5.30190 1.86366 1.90225
O -1.70692 -4.72596 5.93858
H 4.71421 3.98221 5.27939
C 1.06705 -1.42569 -1.52443
H -2.92427 2.15372 -0.17282
N 5.00035 1.12695 -0.59630
H -5.59604 2.28063 1.32832
O 1.50933 -1.70167 -2.67413
C -2.41796 -2.55121 -4.05121
H -1.51792 -3.03349 -3.68569
H -0.77410 -0.51208 0.61376
Br 4.45226 5.70444 6.40971
O 0.56929 -3.71975 3.49066
H -5.63768 -0.82448 -5.32330
C 3.69902 -0.90087 0.09044
H -1.91762 0.01181 -0.78562
C 4.15840 0.58277 0.53809
H 0.81727 -2.96766 0.17657
H -2.05503 -0.70304 -2.99906
H -4.41477 1.34188 -0.68712
H -1.37594 -1.73340 -0.70475
C -3.85716 1.70914 0.18044
C 1.61093 -2.29634 -0.31027
H 5.53646 0.33635 -0.98298
H 1.69029 4.59791 5.10240
H 0.24795 1.68690 -2.00654
H 3.23591 1.27736 0.72998
C -4.43280 -2.61486 -5.37669
H 2.92551 -1.04548 5.13338
H 2.01992 -1.23707 3.60780
C -3.87346 -0.64929 -4.12528
C -2.71578 -1.25082 -3.66050
Cl 0.69273 -0.32811 5.32798
C -4.73687 -1.31781 -4.97738
H -4.92407 3.58480 0.32525
C -3.27484 -3.23131 -4.91069
```

Its total charge is -1. Its HOMO energy is -0.146 Eh. As for the HOMO-LUMO gap: 1.358 eV. The multiplicity is 1.



[3]
DFT (wB97M-V/def2-TZVPD) results for a structure of composition C5H8S at a distorted geometry.

```
14
C5H8S (wB97M-V/def2-TZVPD)
C -0.15217 -0.58064 2.22962
H -3.07618 0.21578 -1.68858
H 2.16565 -0.02031 -1.57420
C 0.05301 -0.14052 0.97903
H 0.12270 -1.39324 -0.65263
H 1.09236 2.32097 -1.39226
S -0.37358 1.47463 0.41538
C 0.86788 1.48036 -0.79338
C 1.28981 0.23754 -1.02223
C 0.84948 -0.84376 -0.04827
H -0.68454 -0.09684 2.97543
H -0.13578 -1.68534 2.51489
H 1.55621 -1.61470 0.24257
H -3.57485 0.64606 -2.18538
```

The energy above the lowest of the compared OMol25 structures with the same formula, charge and spin comes out at 83.15 kcal per mole. Its HOMO energy (spin up / spin down) is -0.155 / -0.340 Eh. As for the HOMO-LUMO gap (spin up / spin down): 5.114 / 7.082 eV. The multiplicity is 3.